1.
Molecular formula: C10H19N3O4
Method: DFT, ωB97M-V/def2-TZVPD

* relative energy (zero: lowest compared OMol25 entry of this formula, charge and spin): 143.92 kJ/mol
* 2S+1: 1
* SMILES: CC(C)C[C@H](NC(=O)[C@@H](N)CC(N)=O)C(=O)O
* orbital gap: 10.3 eV

CARTESIAN COORDINATES (ANGSTROEM)
C  -0.2396  -4.1878  -0.4088
C  -0.5142  -3.3126  0.8457
C  -1.9506  -2.6964  0.6958
C  0.4965  -2.2150  1.1939
C  0.7656  -1.1358  0.1325
N  -0.2282  -0.0729  0.0441
C  0.2013  1.0679  -0.4189
O  1.3305  1.4074  -0.7109
C  -0.9660  2.0837  -0.6009
N  -2.1151  1.5946  0.1742
C  -0.5378  3.4085  -0.3698
C  0.0198  3.4003  1.0499
N  1.3718  3.3185  1.2264
O  -0.7653  3.4569  1.9752
C  1.2157  -1.6507  -1.2125
O  2.1948  -2.3305  -1.2787
O  0.3507  -1.3775  -2.2583
H  -0.8000  -5.1675  -0.3554
H  -0.6776  -3.6381  -1.3476
H  0.8743  -4.4869  -0.5386
H  -0.6208  -3.9586  1.7472
H  -2.6635  -3.4533  0.6571
H  -2.0667  -2.2640  -0.2950
H  -2.1691  -1.9309  1.4517
H  1.5684  -2.6293  1.4197
H  0.2377  -1.6360  2.0809
H  1.7505  -0.6030  0.4190
H  -1.2622  -0.2138  0.1526
H  -1.3371  1.9759  -1.6039
H  -1.9487  2.0700  1.0542
H  -2.9168  2.0383  -0.2252
H  -1.4098  4.1215  -0.4846
H  0.2298  3.6429  -1.0859
H  1.9113  2.9149  0.4498
H  1.6350  3.3683  2.2156
H  0.6352  -1.8557  -3.0847

natural (NBO) atomic charge list, values in e, 6 entries: atom 1 (C): -0.64, atom 2 (C): -0.23, atom 3 (C): -0.61, atom 4 (C): -0.39, atom 5 (C): -0.18, atom 6 (N): -0.63

---

2.
Molecular formula: C3H7NO2
Method: DFT, ωB97M-V/def2-TZVPD

* relative energy (zero: lowest compared OMol25 entry of this formula, charge and spin): 686.08 kJ/mol
* 2S+1: 1
* orbital gap: 7.0 eV

CARTESIAN COORDINATES (ANGSTROEM)
C  0.2213  -0.0985  0.5373
C  1.3393  1.4885  0.4856
C  0.5739  -0.3115  -0.7838
N  -2.0601  -1.7123  -0.5699
O  -0.7105  -1.8037  -0.1770
O  0.8190  -0.1450  -1.9036
H  -2.1197  -1.0728  -1.3680
H  -2.5932  -1.3056  0.2018
H  -0.7390  0.3774  0.7281
H  0.7281  -0.7072  1.2741
H  2.3830  1.2469  0.2875
H  1.2104  1.8270  1.5116
H  0.9476  2.2167  -0.2235

natural (NBO) atomic charge list, values in e, 6 entries: atom 1 (C): -0.46, atom 2 (C): -0.67, atom 3 (C): 0.91, atom 4 (N): -0.53, atom 5 (O): -0.66, atom 6 (O): -0.39

---

3.
Molecular formula: C36H38N3O13P2SSnTe
Method: DFT, ωB97M-V/def2-TZVPD

* relative energy (zero: lowest compared OMol25 entry of this formula, charge and spin): 0.00 kJ/mol
* 2S+1: 1
* charge: -1
* orbital gap: 7.4 eV

CARTESIAN COORDINATES (ANGSTROEM)
Sn  -0.0366  -1.5762  -0.8641
O  3.9701  -0.5205  -1.1080
C  2.8971  -1.0737  -1.0057
O  1.7476  -0.5165  -1.2658
C  2.7810  -2.5605  -0.5244
O  3.7704  -3.1917  -0.2024
O  1.5698  -3.0154  -0.5232
O  -1.1581  6.8415  -6.2407
P  -1.8037  5.7506  -5.2602
O  -3.1270  6.2598  -4.7578
O  -1.5894  4.4005  -5.7875
O  -0.7752  5.9510  -3.9221
P  -1.2024  5.8271  -2.4252
O  -2.6343  6.4177  -2.3160
O  -0.2276  6.2158  -1.4116
O  -1.4737  4.1716  -2.3243
H  -1.4970  7.7174  -6.0259
H  -3.0429  6.4060  -3.2744
C  3.2545  3.6566  2.6005
C  2.2284  2.8145  1.8921
C  1.8799  1.5592  2.3358
C  0.9519  0.7435  1.6644
C  0.6480  -0.5921  2.1461
O  0.3213  -1.5166  1.3901
C  0.7505  -0.9359  3.5938
C  0.4812  -0.0085  4.5974
C  0.5052  -0.3992  5.9273
C  0.8050  -1.7134  6.2594
C  1.0665  -2.6425  5.2606
C  1.0294  -2.2580  3.9307
C  0.3461  1.1938  0.4604
O  -0.5454  0.5457  -0.2083
C  0.7356  2.4846  0.0210
C  1.6226  3.2712  0.7129
C  0.1956  2.9465  -1.2838
N  -0.9335  3.5797  -1.2157
C  -1.8339  3.6690  -0.0529
C  -3.1921  3.1050  -0.4320
Te  -4.4588  2.8477  1.2697
C  -3.6867  0.9573  1.8006
C  -3.7291  -0.0985  0.8948
C  -3.2391  -1.3451  1.2528
C  -2.7356  -1.5560  2.5296
C  -2.7157  -0.5132  3.4430
C  -3.1733  0.7470  3.0760
C  0.9643  2.6958  -2.5016
C  0.4489  2.8399  -3.8031
C  1.2321  2.5185  -4.8937
C  2.5253  2.0425  -4.7150
C  3.0366  1.8688  -3.4381
C  2.2618  2.1852  -2.3391
H  3.4999  3.2329  3.5744
H  2.8932  4.6746  2.7562
H  4.1795  3.7208  2.0238
H  2.3655  1.1664  3.2210
H  0.2183  1.0070  4.3326
H  0.2817  0.3204  6.7044
H  0.8266  -2.0162  7.2987
H  1.2932  -3.6688  5.5190
H  1.2043  -2.9700  3.1344
H  1.8766  4.2506  0.3178
H  -1.8878  4.7212  0.2309
H  -1.3859  3.1019  0.7555
H  -3.0773  2.1193  -0.8815
H  -3.7158  3.7527  -1.1308
H  -4.1385  0.0518  -0.0969
H  -3.2443  -2.1589  0.5382
H  -2.3385  -2.5271  2.7965
H  -2.3214  -0.6732  4.4389
H  -3.1271  1.5669  3.7828
H  -0.5479  3.1941  -3.9953
H  0.8146  2.6540  -5.8823
H  3.1315  1.7903  -5.5766
H  4.0207  1.4482  -3.2844
H  2.6566  1.9902  -1.3549
C  -1.9851  -5.3212  -1.9509
N  -0.7791  -5.8897  -1.3763
C  -0.6650  -7.3152  -1.6536
C  -0.3894  -5.4574  -0.1158
S  -1.4481  -4.6124  0.8777
N  0.8728  -5.7639  0.2217
C  1.9179  -6.0243  -0.7623
C  1.3997  -5.4856  1.5437
H  -1.9963  -5.5688  -3.0137
H  -1.9796  -4.2409  -1.8359
H  -2.8929  -5.7130  -1.4786
H  -1.5392  -7.8527  -1.2628
H  0.2260  -7.7374  -1.2023
H  -0.6159  -7.4750  -2.7317
H  1.5432  -5.8320  -1.7626
H  2.2715  -7.0582  -0.6931
H  2.7461  -5.3433  -0.5648
H  0.5823  -5.3340  2.2411
H  2.0249  -4.5902  1.4975
H  2.0131  -6.3313  1.8640

Löwdin atomic charge list, values in e, 6 entries: atom 1 (Sn): 1.34, atom 2 (O): 0.08, atom 3 (C): -0.53, atom 4 (O): -0.21, atom 5 (C): -0.56, atom 6 (O): 0.06

---

4.
Molecular formula: C20H29F14NO12S2
Method: DFT, ωB97M-V/def2-TZVPD

* 2S+1: 1
* SMILES: CC(C)CN(S(=O)(=O)F)S(=O)(=O)F.CCOC(=O)C(F)(F)F.CCOC(=O)C(F)(F)F.CCOC(=O)C(F)(F)F.CCOC(=O)C(F)(F)F
* orbital gap: 11.5 eV

CARTESIAN COORDINATES (ANGSTROEM)
C  2.9611  -0.3177  -2.8287
C  2.4918  -1.4311  -3.7908
C  2.0487  -0.8223  -5.1384
C  3.5954  -2.4879  -4.0050
N  3.3464  -3.8693  -3.4645
S  3.4985  -4.0200  -1.7906
O  3.7460  -5.3707  -1.4750
O  2.5229  -3.2552  -1.1055
F  4.8392  -3.2456  -1.6608
S  2.0237  -4.6560  -4.1330
O  1.7919  -4.0470  -5.3860
O  2.1765  -6.0436  -3.9554
F  0.8641  -4.2171  -3.1911
H  3.7729  -0.6369  -2.1742
H  3.2812  0.5776  -3.3605
H  2.1337  -0.0243  -2.1814
H  1.6053  -1.8746  -3.3418
H  0.9959  -0.5421  -5.1019
H  2.1744  -1.5214  -5.9640
H  2.6251  0.0750  -5.3698
H  3.8069  -2.6282  -5.0622
H  4.5195  -2.1490  -3.5517
C  5.1532  6.3261  -3.4581
C  4.1779  5.5422  -4.3063
O  3.6117  4.4377  -3.5628
C  2.5937  4.7328  -2.7727
O  2.0856  5.7996  -2.6032
C  2.0832  3.4472  -2.0884
F  3.0917  2.7029  -1.6251
F  1.3873  2.7112  -2.9657
F  1.2826  3.7464  -1.0692
H  5.9296  5.6701  -3.0643
H  5.6242  7.1023  -4.0602
H  4.6479  6.8009  -2.6180
H  4.6761  5.0773  -5.1537
H  3.3723  6.1711  -4.6820
C  0.2525  2.5612  1.7673
C  -0.9167  3.5149  1.8496
O  -2.0991  2.8508  2.3510
C  -2.1858  2.7335  3.6648
O  -1.4061  3.1147  4.4846
C  -3.5167  2.0431  4.0337
F  -3.7560  0.9874  3.2482
F  -4.5306  2.9088  3.8863
F  -3.4987  1.6311  5.2952
H  -0.0059  1.6927  1.1606
H  1.1058  3.0619  1.3156
H  0.5433  2.2085  2.7565
H  -1.1985  3.8764  0.8633
H  -0.6926  4.3752  2.4786
C  2.6254  -6.6490  1.2747
C  2.2829  -5.3853  2.0284
O  2.4738  -5.5524  3.4525
C  3.7097  -5.3950  3.8925
O  4.6817  -5.1228  3.2531
C  3.7401  -5.5691  5.4271
F  3.0226  -6.6269  5.8149
F  3.2272  -4.4780  6.0132
F  4.9881  -5.7267  5.8530
H  2.0449  -7.4896  1.6569
H  2.4009  -6.5187  0.2196
H  3.6826  -6.8928  1.3731
H  1.2309  -5.1333  1.9166
H  2.8738  -4.5372  1.6852
C  -7.3418  1.6189  3.0838
C  -8.6162  1.1776  3.7664
O  -9.7270  2.0271  3.4008
C  -10.3196  1.7454  2.2529
O  -10.0456  0.8698  1.4883
C  -11.5030  2.7131  2.0295
F  -11.1657  3.9733  2.3172
F  -12.5260  2.3625  2.8210
F  -11.9118  2.6635  0.7672
H  -7.1351  2.6655  3.3033
H  -6.5061  1.0156  3.4333
H  -7.4198  1.5063  2.0027
H  -8.5373  1.2747  4.8468
H  -8.8627  0.1428  3.5327

Löwdin atomic charge list, values in e, 6 entries: atom 1 (C): -0.06, atom 2 (C): -0.38, atom 3 (C): -0.06, atom 4 (C): -0.17, atom 5 (N): -0.26, atom 6 (S): 0.59

---

5.
Molecular formula: C3H9NO
Method: DFT, ωB97M-V/def2-TZVPD

* relative energy (zero: lowest compared OMol25 entry of this formula, charge and spin): 122.99 kJ/mol
* 2S+1: 1
* SMILES: C[C@H](N)CO
* orbital gap: 9.7 eV

CARTESIAN COORDINATES (ANGSTROEM)
C  -0.2542  1.0992  -1.0199
C  -0.5782  0.3266  0.2807
N  -0.1045  1.1469  1.3591
C  0.0596  -1.1404  0.2793
O  0.8383  -1.4423  -0.8564
H  -0.8724  0.8480  -1.8836
H  -0.4240  2.1470  -0.7954
H  0.7704  0.8117  -1.2609
H  -1.6612  0.1537  0.3479
H  -0.1872  0.9244  2.3378
H  0.7643  1.6091  1.1616
H  0.7728  -1.2021  1.1083
H  -0.7655  -1.8241  0.4361
H  0.3305  -1.2411  -1.6396

natural (NBO) atomic charge list, values in e, 6 entries: atom 1 (C): -0.64, atom 2 (C): -0.06, atom 3 (N): -0.87, atom 4 (C): -0.08, atom 5 (O): -0.71, atom 6 (H): 0.21

---

Record-wise HOMO level values, in eV: -9.67; -7.10; -5.93; -11.23; -8.70